# C8H12O2

A 2-piece molecular cluster, C8H12O2 overall (ωB97M-V/def2-TZVPD, OMol25).

Calculated values
HOMO energy ... -8.50 eV
HOMO-LUMO gap ... 9.28 eV
Molecular weight ... 140.18 Da
Largest force on an atom ... 3.53 eV/Å
SMILES ... Cc1ccc(O)cc1.CO
Total energy ... -12584.22354 eV

Last columns: bonded neighbours and bond lengths (Å).
Cartesian coordinates (Å):
1 O -1.55 1.51 1.32  C9 1.377, H19 0.963
2 O 1.36 3.37 -0.83  C4 1.490, H11 0.968
3 C 0.74 -1.01 0.16  C6 1.395, C8 1.384, H20 1.093
4 C 2.36 2.60 -1.63  O2 1.490, H12 1.089, H17 1.076, H22 1.087
5 C -1.94 -0.75 0.51  C7 1.367, C9 1.409, H13 1.087
6 C 0.26 0.20 0.67  C3 1.395, C9 1.362, H15 1.092
7 C -1.47 -1.83 -0.17  C5 1.367, C8 1.412, H14 1.091
8 C -0.07 -2.06 -0.21  C3 1.384, C7 1.412, C10 1.522
9 C -1.07 0.29 0.92  O1 1.377, C5 1.409, C6 1.362
10 C 0.50 -3.47 -0.23  C8 1.522, H16 1.091, H18 1.091, H21 1.088
11 H 0.69 2.76 -0.49  O2 0.968
12 H 1.89 2.30 -2.57  C4 1.089
13 H -2.98 -0.58 0.79  C5 1.087
14 H -2.13 -2.65 -0.43  C7 1.091
15 H 0.83 1.11 0.86  C6 1.092
16 H 0.40 -4.04 -1.16  C10 1.091
17 H 2.90 1.86 -1.08  C4 1.076
18 H 1.57 -3.39 -0.03  C10 1.091
19 H -2.49 1.49 1.55  O1 0.963
20 H 1.83 -1.05 0.04  C3 1.093
21 H 0.11 -3.98 0.65  C10 1.088
22 H 2.91 3.53 -1.80  C4 1.087